Molecular formula: C23H52N14O28PS
Method: DFT, the ωB97M-V functional and the def2-TZVPD basis

Calculated values
Total charge ... -1
LUMO energy ... 0.5 eV
M ... 1035.78 g mol⁻¹
E ... -4518.8584 Eh
Kohn-Sham gap ... 5.6 eV

```
119
Properties=species:S:1:pos:R:3:forces:R:3
N 0.3402 0.2991 5.5881 -1.294 0.365 0.263
C -0.7394 0.2579 4.5275 -1.599 -0.781 1.517
C -1.0818 -1.2948 4.1255 0.100 0.004 1.139
C 0.0666 -2.0525 3.2342 -1.518 -1.271 -0.951
C -0.3989 -2.0716 1.6375 -0.062 0.214 -3.220
C -1.9100 -2.6041 1.1977 2.129 1.090 -2.258
C -2.4292 -2.5971 -0.3717 4.830 1.754 1.493
C -1.3370 -2.0167 -1.4919 0.697 -0.447 3.432
C 0.1935 -1.5271 -1.0507 -2.380 -1.183 2.923
C 0.6823 -1.5492 0.5142 -4.419 -1.392 -1.011
P -0.2149 1.3755 3.0701 0.346 1.507 0.384
S 1.5805 2.1434 3.4242 -0.031 -0.281 -0.409
C -2.1583 0.8880 5.1499 -4.742 1.746 1.020
O -2.3683 0.7768 6.4695 1.329 0.357 -6.157
O -3.1380 1.4910 4.2271 5.316 -3.093 4.058
H 0.3182 1.2777 5.9934 0.210 -1.556 -0.675
H 0.0701 -0.3202 6.4075 -0.084 0.971 -1.520
H -2.1605 -1.3135 3.6596 2.335 -0.012 0.568
H -1.1651 -1.8953 5.1523 0.184 1.483 -2.060
H 1.1605 -1.6708 3.3994 -2.254 -0.310 -0.470
H 0.0453 -3.1969 3.5705 0.123 2.387 -0.671
H -2.6030 -2.9959 2.0871 1.604 0.985 -2.305
H -3.5158 -2.9550 -0.6754 2.635 0.839 0.784
H -1.6757 -1.9682 -2.6310 0.995 -0.157 3.203
H 0.9500 -1.1357 -1.8532 -1.824 -0.902 1.612
H 1.7545 -1.1798 0.8814 -2.633 -0.825 -1.036
H -1.0975 2.5467 2.9878 0.314 -1.595 0.018
H -0.2731 0.7519 1.7701 -0.415 0.047 0.933
C -3.8079 4.1193 2.5958 -0.256 -0.112 -0.058
N -3.0408 4.9820 1.6572 0.396 0.424 -0.315
O -3.6305 5.3835 0.6472 1.019 -0.248 0.989
O -1.8684 5.2317 1.9609 -1.655 -0.176 -0.723
H -4.8186 3.9834 2.2051 0.321 0.100 -0.027
H -3.2882 3.1614 2.6625 -0.047 0.048 0.323
H -3.8333 4.6258 3.5628 0.213 -0.221 -0.137
C 3.9426 4.0713 0.2863 -0.242 0.222 0.368
N 4.6368 2.7980 -0.0462 0.215 -0.957 0.495
O 4.6446 1.9150 0.8195 0.255 1.248 -1.675
O 5.1541 2.7209 -1.1666 -0.448 -0.140 1.184
H 3.5370 3.9991 1.2976 0.042 -0.194 -0.255
H 4.6795 4.8746 0.2228 -0.327 -0.323 -0.123
H 3.1407 4.2093 -0.4419 0.205 -0.040 0.067
C 0.2932 -6.2491 -2.6039 0.176 -0.198 0.161
N 0.2746 -4.9271 -3.2864 -0.076 1.073 -0.478
O 1.3667 -4.4184 -3.5646 -1.600 -0.530 0.241
O -0.8359 -4.4375 -3.5235 1.735 -0.669 0.165
H 1.3307 -6.5576 -2.4594 -0.233 0.216 -0.097
H -0.2115 -6.1309 -1.6429 -0.059 0.005 -0.243
H -0.2342 -6.9583 -3.2451 -0.055 0.203 0.171
C -4.3205 1.1730 9.0011 -0.162 0.029 -0.267
N -4.3962 0.9420 10.4689 0.065 -0.102 0.717
O -5.5087 1.0375 11.0002 1.451 -0.206 -0.240
O -3.3367 0.6712 11.0462 -1.702 0.370 -0.517
H -5.3211 1.4003 8.6270 0.237 -0.077 0.231
H -3.6460 2.0153 8.8344 0.046 -0.369 -0.054
H -3.9360 0.2594 8.5432 0.186 0.340 0.007
C -1.1339 -0.7237 -6.2459 -0.181 0.035 -0.256
N -1.2095 -0.9548 -4.7780 0.492 -0.172 0.854
O -2.3220 -0.8592 -4.2468 1.268 -0.094 -0.594
O -0.1501 -1.2255 -4.2008 -1.813 0.552 -0.976
H -2.1344 -0.4965 -6.6199 0.237 -0.068 0.206
H -0.4593 0.1185 -6.4126 -0.016 -0.221 0.034
H -0.7493 -1.6374 -6.7038 0.054 0.206 0.116
C -4.0983 2.0344 -2.9593 -0.193 0.062 -0.222
N -4.1740 1.8034 -1.4914 0.308 -0.224 1.194
O -5.2864 1.8990 -0.9601 1.414 -0.168 -0.502
O -3.1145 1.5327 -0.9141 -1.802 0.460 -0.812
H -5.0988 2.2617 -3.3333 0.257 -0.071 0.205
H -3.4238 2.8767 -3.1259 -0.034 -0.219 0.041
H -3.7138 1.1208 -3.4172 0.089 0.184 0.125
C -7.0280 5.5092 -4.4400 -0.166 0.268 0.151
N -5.6600 4.9922 -4.7136 1.164 -0.062 -0.050
O -4.7074 5.6917 -4.3499 -1.308 -1.269 -0.666
O -5.5811 3.8988 -5.2858 0.040 1.443 0.750
H -6.9468 6.4742 -3.9354 0.116 -0.285 -0.128
H -7.5374 5.6175 -5.3997 0.081 -0.172 0.174
H -7.5336 4.7817 -3.8018 0.083 0.057 -0.219
C 3.0300 -1.2253 -8.0394 0.220 -0.017 0.126
N 1.8438 -0.4598 -8.5092 -0.605 0.620 -0.225
O 1.8716 0.7685 -8.3701 -0.367 -1.686 -0.300
O 0.9184 -1.1137 -9.0043 1.082 1.077 0.664
H 3.7619 -0.5263 -7.6292 -0.349 -0.106 -0.173
H 2.6893 -1.9221 -7.2709 0.015 0.046 -0.219
H 3.4428 -1.7545 -8.9006 -0.147 0.044 0.228
C 7.7925 5.4689 -2.2418 -0.229 0.072 -0.271
N 7.7168 5.2378 -0.7739 -0.051 -0.221 1.153
O 6.6044 5.3334 -0.2426 2.015 -0.004 -0.596
O 8.7763 4.9671 -0.1966 -1.687 0.403 -0.758
H 6.7920 5.6961 -2.6158 0.217 -0.108 0.225
H 8.4671 6.3111 -2.4084 -0.012 -0.244 0.072
H 8.1770 4.5553 -2.6997 0.027 0.203 0.152
C -5.3589 -4.1478 -3.2116 -0.152 0.230 -0.164
N -4.4847 -5.3390 -3.3863 0.745 -0.895 -0.099
O -4.2651 -5.7150 -4.5436 -0.185 0.326 1.663
O -4.0436 -5.8628 -2.3567 -0.618 0.660 -1.640
H -5.6727 -3.7924 -4.1954 0.168 -0.184 0.216
H -6.2228 -4.4570 -2.6197 0.250 0.065 0.016
H -4.7754 -3.3839 -2.6938 -0.111 -0.194 0.005
C 7.5465 -0.8387 -7.2416 0.205 -0.016 0.307
N 6.3582 -1.4796 -7.8668 -0.715 -0.566 -0.301
O 5.8060 -2.3869 -7.2338 0.570 1.281 -1.124
O 6.0133 -1.0535 -8.9752 0.366 -0.713 1.508
H 7.7346 -1.3102 -6.2747 -0.166 0.055 -0.279
H 8.3934 -0.9876 -7.9145 -0.221 0.136 0.036
H 7.3207 0.2222 -7.1159 0.064 -0.182 -0.161
C 2.7055 -1.9741 8.9774 0.380 0.141 0.142
N 1.5193 -1.2086 8.5076 -0.799 0.716 -0.249
O 1.5471 0.0198 8.6466 -0.239 -1.768 -0.319
O 0.5939 -1.8625 8.0125 1.210 1.072 0.728
H 3.4374 -1.2751 9.3876 -0.317 -0.047 -0.103
H 2.3647 -2.6708 9.7459 0.012 0.019 -0.278
H 3.1183 -2.5033 8.1161 -0.243 0.040 0.405
C 3.5576 -3.5274 4.5002 -0.218 0.102 -0.287
N 3.4819 -3.7584 5.9680 -0.361 -0.179 0.691
O 2.3695 -3.6628 6.4993 1.760 -0.376 -0.694
O 4.5414 -4.0291 6.5453 -1.447 0.367 -0.468
H 2.5571 -3.3001 4.1261 0.227 -0.058 0.233
H 4.2322 -2.6851 4.3335 -0.040 -0.214 0.051
H 3.9421 -4.4410 4.0423 0.067 0.198 0.147
```
Forces are in eV/Å.